(i)
Molecular formula: C3H8NO2S
Method: DFT, wB97M-V/def2-TZVPD

Geometry as XYZ:
```
15
Properties=species:S:1:pos:R:3:mulliken_charge:R:1
S -0.965 -3.323 1.249 -0.72
O 0.562 1.300 2.089 -0.59
O -0.113 0.876 -2.298 -1.07
N 1.040 1.715 -0.103 -0.45
C -0.646 -0.057 0.230 -0.32
C 0.618 0.894 0.939 0.70
C 0.726 -0.562 0.438 -0.39
H -2.213 -3.309 0.766 -0.03
H -0.900 0.077 -0.823 0.21
H 0.864 -1.374 1.130 0.32
H 0.972 2.708 0.114 0.24
H -0.338 0.498 -3.145 0.16
H -1.425 -0.243 0.959 0.33
H 0.605 1.525 -1.036 0.40
H 1.215 -0.724 -0.507 0.22
```

Calculated values
gap between HOMO and LUMO: 4.31 eV
net charge: -1

(ii)
Molecular formula: C3H8NO2S
Method: DFT, wB97M-V/def2-TZVPD

Geometry as XYZ:
```
15
Properties=species:S:1:pos:R:3:mulliken_charge:R:1
S -1.121 0.825 1.440 -0.72
O 1.625 0.203 1.457 -0.47
O 1.577 -1.267 -0.333 -0.61
N 2.956 0.675 -0.251 -0.46
C 1.976 -0.240 0.251 0.65
C -2.674 -0.347 -0.599 -1.14
C -1.257 -0.081 -0.136 -0.35
H -3.202 -0.742 0.284 0.28
H -0.715 0.528 -0.839 0.28
H -0.804 -1.075 -0.024 0.26
H 0.607 0.348 1.453 0.24
H 3.194 1.338 0.481 0.23
H -2.711 -1.105 -1.400 0.33
H 3.729 0.366 -0.855 0.21
H -3.180 0.575 -0.930 0.27
```

Calculated values
gap between HOMO and LUMO: 6.78 eV
net charge: -1

(iii)
Molecular formula: C3H8NO2S
Method: DFT, wB97M-V/def2-TZVPD

Geometry as XYZ:
```
15
Properties=species:S:1:pos:R:3:mulliken_charge:R:1
S -0.049 1.169 -2.722 0.37
O -0.324 -0.088 -3.478 -0.61
O -1.105 2.166 -2.878 -0.61
N -0.371 0.681 -0.995 -0.13
C -0.219 1.867 -0.211 -0.93
C -0.642 -0.994 0.786 -1.07
C 0.103 -0.563 -0.475 -0.41
H 0.008 -1.163 -1.327 0.42
H -0.562 1.831 0.857 0.25
H 1.263 -0.468 -0.275 0.20
H -0.305 -2.053 0.955 0.36
H 0.908 2.055 -0.415 0.30
H -0.363 -0.287 1.587 0.23
H -1.700 -0.870 0.518 0.32
H -0.607 2.704 -0.795 0.30
```

Calculated values
gap between HOMO and LUMO: 7.37 eV
net charge: -1

Of all the structures shown, which is most stable? (ii), and (i) is the least stable.